68
Properties=species:S:1:pos:R:3:forces:R:3:lowdin_charge:R:1 method="wB97M-V/def2-TZVPD" orbital_gap_ev="3.8 / 2.9" e_lumo_ev="-11.348 / -12.203" total_charge=+3 fmax_ha_per_bohr=0.118 mol_weight_g_mol=516.312 homo_ev="-15.13 / -15.13" multiplicity=2
Ti 0.0618 0.2047 0.9266 -0.5 -2.0 -0.9 0.233
P 0.3038 2.1028 2.2625 0.6 5.1 3.1 0.723
P -2.2327 0.5542 0.5608 -4.8 0.8 -1.1 0.703
P 2.3478 -0.0884 0.5631 5.1 -0.7 -1.2 0.694
H -1.4289 -3.2554 -8.0469 0.0 -0.1 -0.1 0.045
C -0.5804 -3.9159 -7.8877 0.0 -0.1 0.3 -0.108
C -0.7391 -5.1773 -7.4945 0.1 0.3 0.1 -0.064
H -1.7238 -5.6011 -7.3156 0.1 0.1 -0.1 0.053
C 0.4296 3.7499 1.4389 0.0 -0.4 -0.5 -0.228
C -1.0347 2.4473 3.4938 -0.3 -0.6 -0.3 -0.210
C 1.7420 2.2587 3.4193 0.2 -0.6 -0.3 -0.209
C -2.9560 -0.5469 -0.7181 0.5 -0.2 -0.1 -0.225
C -3.5444 0.3891 1.8634 0.6 -0.2 0.7 -0.202
C -2.7653 2.2032 -0.0804 0.5 0.0 0.1 -0.251
C 2.7534 -1.3567 -0.7013 -0.6 -0.1 -0.1 -0.215
C 3.5189 -0.5874 1.9132 -0.7 0.0 0.6 -0.208
C 3.3362 1.3321 -0.0794 -0.5 0.2 0.1 -0.241
H 0.4044 -3.4919 -8.0666 -0.1 -0.1 -0.1 0.043
H 0.1095 -5.8377 -7.3353 -0.1 0.1 -0.1 0.053
H 0.4443 4.5690 2.1668 0.0 -0.3 0.0 0.084
H -0.4105 3.8836 0.7533 0.1 0.1 0.1 0.031
H 1.3454 3.7753 0.8411 -0.1 0.1 0.1 0.046
H -0.7572 3.2577 4.1773 0.1 -0.1 -0.3 0.081
H -1.2281 1.5403 4.0745 0.0 0.2 0.1 0.034
H -1.9584 2.7199 2.9784 0.1 0.0 0.1 0.047
H 1.6854 3.1954 3.9851 -0.2 -0.2 -0.2 0.081
H 2.6799 2.2451 2.8595 -0.1 0.1 0.1 0.042
H 1.7492 1.4211 4.1199 0.1 0.1 0.0 0.042
H -4.0500 -0.5554 -0.6564 0.2 0.2 0.1 0.082
H -2.5697 -1.5595 -0.5749 -0.2 0.1 0.0 0.055
H -2.6438 -0.1970 -1.7042 -0.1 -0.1 0.0 0.046
H -4.3745 1.0633 1.6262 0.3 -0.1 -0.1 0.072
H -3.1478 0.6508 2.8478 -0.2 0.0 0.0 0.026
H -3.9274 -0.6314 1.9020 0.2 0.0 0.0 0.067
H -3.8587 2.2429 -0.1312 0.2 -0.1 0.0 0.077
H -2.3427 2.3538 -1.0759 -0.2 0.1 0.1 0.018
H -2.4190 2.9988 0.5851 -0.1 0.0 -0.1 0.037
H 3.8254 -1.5836 -0.7073 -0.2 0.2 0.1 0.081
H 2.4501 -0.9777 -1.6801 0.1 -0.1 0.0 0.044
H 2.1832 -2.2672 -0.4999 0.2 0.0 0.0 0.060
H 4.5448 -0.5954 1.5293 -0.3 0.0 -0.1 0.074
H 3.2864 -1.5796 2.3050 0.0 0.0 -0.1 0.061
H 3.4602 0.1316 2.7351 0.1 -0.1 -0.1 0.032
H 4.4054 1.1152 0.0198 -0.3 0.0 -0.1 0.078
H 3.1066 2.2409 0.4829 0.1 0.0 -0.1 0.034
H 3.0783 1.4970 -1.1270 0.1 0.1 0.1 0.033
C 0.1374 0.4404 -2.8165 0.1 0.5 0.8 -0.524
C -0.2836 -0.8958 -2.8127 -0.2 -1.1 -0.2 -0.121
C -0.3217 -1.6321 -3.9976 -0.2 0.0 1.2 -0.001
C 0.0576 -1.0530 -5.2086 0.1 0.3 0.0 0.031
C 0.4784 0.2803 -5.2195 0.2 0.6 0.3 -0.002
C 0.5192 1.0196 -4.0403 0.2 0.4 -0.9 -0.077
Se 0.2292 1.5681 -1.2617 0.1 -0.9 -1.4 0.929
H -0.1546 -1.1498 0.0173 -0.1 -0.6 -0.3 -0.035
H -0.5769 -1.3465 -1.8683 0.1 -0.1 -0.3 0.050
H -0.6518 -2.6682 -3.9695 0.1 0.2 0.0 0.134
H 0.0273 -1.6284 -6.1296 0.0 0.0 0.1 0.117
H 0.7785 0.7490 -6.1538 0.0 -0.1 0.2 0.137
H 0.8486 2.0554 -4.0594 0.0 -0.1 -0.1 0.118
C -1.1116 -1.5453 5.9270 -1.1 -0.2 0.4 -0.066
C 0.2153 -1.3091 5.2224 0.4 0.4 0.1 -0.174
C 0.0260 -1.0298 3.7944 0.7 -0.3 0.2 -0.052
N -0.0472 -0.7963 2.6623 -0.2 -0.5 1.5 0.066
H -1.7815 -0.6672 5.7977 0.3 -0.6 0.2 0.092
H -0.9276 -1.6875 7.0137 -0.1 0.1 -0.8 0.116
H -1.6051 -2.4525 5.5222 0.2 0.6 0.4 0.106
H 0.6947 -0.4125 5.6769 0.0 -0.5 -0.5 0.146
H 0.8937 -2.1753 5.3556 -0.2 0.4 -0.3 0.159